No. 1
ORCA calculation (wB97M-V/def2-TZVPD) on an isolated molecule of C5H11N.

ORCA input file:
```
! wB97M-V def2-TZVPD RIJCOSX def2/J DEFGRID3
* xyz 0 1
C 0.00282 -0.80976 -1.41299
N -0.90357 1.24605 -1.06330
C -0.50819 1.72430 0.07741
C -0.07740 -0.00344 -0.08957
C -0.96748 -0.71361 0.93686
C 1.38461 0.06614 0.40584
H 0.75256 -0.37431 -2.07709
H 0.31968 -1.81684 -1.11864
H -0.94269 -0.86363 -1.95073
H -1.15312 1.74031 0.98356
H 0.38178 2.38216 0.19144
H -0.78351 -0.37728 1.96412
H -0.75072 -1.78796 0.90419
H -2.02307 -0.56362 0.69725
H 1.49105 0.45214 1.42459
H 1.77222 -0.96121 0.39745
H 2.00503 0.66056 -0.27040
*
```

Values from the calculation:
* E_HOMO: -7.69 eV
* energy above the lowest of the compared OMol25 structures with the same formula, charge and spin: 95.3 kcal/mol
* HOMO-LUMO gap: 8.57 eV
* F_max: 0.59 eV/A

Calculated atomic charges, method Mulliken, unit e: atom 1 (C): -1.605, atom 2 (N): -0.655, atom 3 (C): -0.481, atom 4 (C): 1.874, atom 5 (C): -1.731, atom 6 (C): -1.660, atom 7 (H): 0.349, atom 8 (H): 0.452, atom 9 (H): 0.395, atom 10 (H): 0.300, atom 11 (H): 0.284, atom 12 (H): 0.421, atom 13 (H): 0.382, atom 14 (H): 0.416, atom 15 (H): 0.385, atom 16 (H): 0.406, atom 17 (H): 0.468

---

No. 2
ORCA calculation (wB97M-V/def2-TZVPD) on a cluster of 2 separate species, C5H11N in total.

ORCA input file:
```
! wB97M-V def2-TZVPD RIJCOSX def2/J DEFGRID3
* xyz 0 1
C 0.92164 1.68766 0.62837
C -0.34969 0.92577 0.82370
C 0.93716 -2.05955 0.44176
N -0.98563 0.38468 -0.15691
C -1.01034 0.39233 -1.60853
C -1.89470 -0.42856 -0.73561
H 1.11460 1.85783 -0.43561
H 0.89029 2.66143 1.12998
H 1.77569 1.13464 1.04371
H -0.73281 0.73049 1.82183
H 1.61054 -1.40356 -0.11954
H 1.24498 -3.09781 0.30070
H 0.99013 -1.80234 1.50352
H -0.16899 -0.08902 -2.11281
H -1.29467 1.36229 -2.03178
H -2.96059 -0.32531 -0.57118
H -0.08762 -1.93098 0.07840
*
```

Values from the calculation:
* E_HOMO (spin up / spin down): -7.15 / -7.15 eV
* energy above the lowest of the compared OMol25 structures with the same formula, charge and spin: 90.0 kcal/mol
* HOMO-LUMO gap (spin up / spin down): 8.20 / 8.20 eV
* F_max: 0.38 eV/A

Calculated atomic charges, method Mulliken, unit e: atom 1 (C): -1.023, atom 2 (C): -0.149, atom 3 (C): -0.960, atom 4 (N): 0.129, atom 5 (C): -0.446, atom 6 (C): -0.482, atom 7 (H): 0.288, atom 8 (H): 0.337, atom 9 (H): 0.246, atom 10 (H): 0.421, atom 11 (H): 0.192, atom 12 (H): 0.331, atom 13 (H): 0.226, atom 14 (H): 0.223, atom 15 (H): 0.286, atom 16 (H): 0.193, atom 17 (H): 0.186

---

No. 3
ORCA calculation (wB97M-V/def2-TZVPD) on an isolated molecule of C5H11N at a distorted geometry.

ORCA input file:
```
! wB97M-V def2-TZVPD RIJCOSX def2/J DEFGRID3
* xyz 0 1
C -1.53858 0.75952 -1.73878
C -1.26383 0.29356 -0.12219
C 0.31008 0.27259 -0.24721
C 1.01186 -0.55917 0.81368
C 2.24860 -0.98173 0.68120
N 0.22466 -0.68593 1.89064
H -2.61987 0.62651 -1.97510
H -1.50412 1.84337 -1.62800
H -0.82174 0.77072 -2.55823
H -1.59853 -0.76565 0.26511
H -1.74895 1.13935 0.42850
H 0.76829 1.27139 -0.35074
H 0.71293 -0.19145 -1.16016
H 2.94272 -0.56910 -0.09479
H 2.94796 -1.44528 1.47536
H 0.68940 -0.95072 2.65251
H -0.76085 -0.82797 1.66820
*
```

Values from the calculation:
* SMILES: C=C(N)CCC
* E_HOMO: -8.00 eV
* energy above the lowest of the compared OMol25 structures with the same formula, charge and spin: 65.4 kcal/mol
* HOMO-LUMO gap: 9.08 eV
* F_max: 4.49 eV/A

Calculated atomic charges, method Mulliken, unit e: atom 1 (C): -1.161, atom 2 (C): -0.480, atom 3 (C): -0.605, atom 4 (C): 0.663, atom 5 (C): -1.122, atom 6 (N): -0.326, atom 7 (H): 0.307, atom 8 (H): 0.365, atom 9 (H): 0.379, atom 10 (H): 0.379, atom 11 (H): 0.226, atom 12 (H): 0.336, atom 13 (H): 0.324, atom 14 (H): 0.203, atom 15 (H): 0.244, atom 16 (H): 0.173, atom 17 (H): 0.095

---

No. 4
ORCA calculation (wB97M-V/def2-TZVPD) on an isolated molecule of C5H11N at a distorted geometry.

ORCA input file:
```
! wB97M-V def2-TZVPD RIJCOSX def2/J DEFGRID3
* xyz 0 1
C -1.49854 1.07195 -0.20450
N 0.76506 1.34454 1.03353
C 0.48934 -0.00291 1.01363
C -0.90157 -0.30313 -0.03249
C 0.03519 -0.67584 -1.29928
C 1.50124 -1.13006 0.64528
H -1.70137 1.32870 -1.20748
H -2.40605 1.11256 0.36217
H -0.65067 2.09277 -0.11635
H 0.09696 -0.23735 1.97393
H 1.54052 1.74835 0.47378
H -0.44295 -1.27789 -2.16164
H -1.58213 -1.05918 0.49809
H 0.14729 0.31360 -1.89826
H 1.07038 -2.05587 0.96491
H 2.62120 -0.95954 0.66796
H 0.91610 -1.31071 -0.71329
*
```

Values from the calculation:
* E_HOMO: -6.90 eV
* energy above the lowest of the compared OMol25 structures with the same formula, charge and spin: 202.5 kcal/mol
* HOMO-LUMO gap: 5.02 eV
* F_max: 4.71 eV/A

Calculated atomic charges, method Mulliken, unit e: atom 1 (C): -1.200, atom 2 (N): -0.747, atom 3 (C): 0.047, atom 4 (C): -0.052, atom 5 (C): -0.741, atom 6 (C): -0.654, atom 7 (H): 0.427, atom 8 (H): 0.310, atom 9 (H): 0.254, atom 10 (H): 0.370, atom 11 (H): 0.202, atom 12 (H): 0.341, atom 13 (H): 0.383, atom 14 (H): 0.268, atom 15 (H): 0.364, atom 16 (H): 0.329, atom 17 (H): 0.097

---

No. 5
ORCA calculation (wB97M-V/def2-TZVPD) on an isolated molecule of C5H11N.

ORCA input file:
```
! wB97M-V def2-TZVPD RIJCOSX def2/J DEFGRID3
* xyz 0 1
C 0.71846 1.20693 -0.74027
C 1.45846 -2.18141 0.30009
C 0.23164 -1.67389 0.26347
C -0.19069 -0.36155 0.86890
N -0.45551 0.55411 -0.21804
C -1.68969 1.29055 -0.25620
H 0.42858 2.02787 -1.40216
H 1.35912 1.62660 0.05588
H 1.32905 0.50402 -1.32034
H 1.72208 -3.08238 -0.24736
H 2.25504 -1.70818 0.86998
H -0.53752 -2.15371 -0.34048
H 0.59449 0.01386 1.55171
H -1.10159 -0.48871 1.46705
H -1.98003 1.44983 -1.30143
H -1.66018 2.27719 0.23629
H -2.48172 0.69886 0.21289
*
```

Values from the calculation:
* SMILES: C=CCN(C)C
* E_HOMO: -8.08 eV
* energy above the lowest of the compared OMol25 structures with the same formula, charge and spin: 32.2 kcal/mol
* HOMO-LUMO gap: 9.21 eV
* F_max: 0.26 eV/A

Calculated atomic charges, method Mulliken, unit e: atom 1 (C): -1.013, atom 2 (C): -0.675, atom 3 (C): -0.135, atom 4 (C): -0.688, atom 5 (N): 0.125, atom 6 (C): -1.031, atom 7 (H): 0.372, atom 8 (H): 0.300, atom 9 (H): 0.284, atom 10 (H): 0.250, atom 11 (H): 0.249, atom 12 (H): 0.256, atom 13 (H): 0.334, atom 14 (H): 0.376, atom 15 (H): 0.319, atom 16 (H): 0.332, atom 17 (H): 0.349

---

No. 6
ORCA calculation (wB97M-V/def2-TZVPD) on a cluster of 2 separate species, C5H11N in total at a distorted geometry.

ORCA input file:
```
! wB97M-V def2-TZVPD RIJCOSX def2/J DEFGRID3
* xyz 0 1
C 0.28735 -0.83494 1.19891
C -0.31912 1.48221 -0.52571
C 0.57508 1.31196 -1.55926
C -0.53432 -0.61930 -0.06626
N 1.63888 -0.31134 1.05462
C -1.85786 -0.92733 -0.13962
H 2.16465 -0.85564 0.37974
H 2.12978 -0.32655 1.94101
H 0.27023 -1.91032 1.43975
H -0.20493 -0.30631 2.01680
H -1.32378 1.81535 -0.74551
H 0.06416 1.87311 0.40744
H -2.24291 -1.55396 -0.92761
H -2.59746 -0.37426 0.42204
H 0.23555 1.19898 -2.57843
H 1.63662 1.28687 -1.37319
H 0.07807 -0.94854 -0.94473
*
```

Values from the calculation:
* SMILES: C=CCN.C=C
* E_HOMO: -7.53 eV
* energy above the lowest of the compared OMol25 structures with the same formula, charge and spin: 89.1 kcal/mol
* HOMO-LUMO gap: 8.18 eV
* F_max: 3.47 eV/A

Calculated atomic charges, method Mulliken, unit e: atom 1 (C): -0.515, atom 2 (C): -0.467, atom 3 (C): -0.654, atom 4 (C): -0.130, atom 5 (N): -0.482, atom 6 (C): -0.824, atom 7 (H): 0.203, atom 8 (H): 0.207, atom 9 (H): 0.303, atom 10 (H): 0.384, atom 11 (H): 0.316, atom 12 (H): 0.268, atom 13 (H): 0.275, atom 14 (H): 0.286, atom 15 (H): 0.296, atom 16 (H): 0.306, atom 17 (H): 0.230